--- one ---
2 unconnected molecules or ions with the total composition C3H9NS2, computed with wB97M-V/def2-TZVPD.

Last column: natural (NBO) charge in e.
Geometry (Å):
C: -0.12 1.61 1.36  -0.0879
N: 0.70 0.72 0.92  -0.3833
C: 1.51 -0.13 1.82  -0.4555
H: -0.48 2.49 0.87  0.1785
H: -0.14 1.99 2.46  0.1247
H: 1.53 -1.16 1.24  0.2300
H: 1.25 -0.21 3.00  0.1785
H: 2.44 0.36 1.90  0.2124
C: -1.37 0.06 -1.38  -0.6855
S: -0.59 -1.69 -1.37  0.0266
S: 0.15 -1.86 -3.26  -0.1510
H: -2.35 0.01 -0.91  0.2201
H: -1.62 0.18 -2.44  0.2202
H: -0.81 0.86 -1.00  0.2232
H: -0.08 -3.23 -3.20  0.1490

Values from the calculation:
SMILES ... C=NC.CSS
Kohn-Sham gap ... 8.8 eV


--- two ---
2 unconnected molecules or ions with the total composition C3H9NS2, computed with wB97M-V/def2-TZVPD.

Last column: natural (NBO) charge in e.
Geometry (Å):
C: -1.45 -1.76 -0.11  -0.0738
N: -0.92 -0.64 0.19  -0.3762
C: -2.00 0.40 0.31  -0.4627
H: -0.71 -2.56 -0.20  0.1784
H: -2.49 -1.91 -0.59  0.1488
H: -2.28 0.69 -0.70  0.1927
H: -1.60 1.29 0.69  0.1974
H: -2.89 0.14 0.83  0.1953
C: 1.98 1.09 0.74  -0.7000
S: 3.35 0.37 -0.37  0.0772
S: 2.25 -1.05 -1.43  -0.1506
H: 1.64 0.58 1.56  0.2128
H: 1.16 1.59 0.15  0.2212
H: 2.49 2.05 1.20  0.2117
H: 1.46 -0.30 -2.28  0.1279

Values from the calculation:
SMILES ... C=NC.CSS
Kohn-Sham gap ... 9.4 eV


--- three ---
2 unconnected molecules or ions with the total composition C3H9NS2, computed with wB97M-V/def2-TZVPD.

Last column: natural (NBO) charge in e.
Geometry (Å):
C: -0.41 1.86 -0.34  -0.0521
N: 0.11 1.55 0.76  -0.4017
C: -0.76 0.97 1.76  -0.4595
H: 0.30 2.03 -1.16  0.1738
H: -1.48 1.95 -0.53  0.1436
H: -1.61 1.60 2.00  0.1919
H: -1.07 -0.04 1.48  0.2013
H: -0.22 0.77 2.70  0.1999
C: 1.08 -1.68 0.06  -0.7214
S: -0.24 -1.97 -1.21  0.0509
S: 0.70 -1.39 -2.93  -0.1543
H: 1.46 -0.67 -0.06  0.2444
H: 0.56 -2.00 0.96  0.2263
H: 1.88 -2.40 -0.08  0.2161
H: -0.31 -0.57 -3.41  0.1408

Values from the calculation:
SMILES ... C=NC.CSS
Kohn-Sham gap ... 9.1 eV


It comes down to three, which is 0.0224 hartree more stable than the next structure.


--- one ---
C3H9NS2 in the gas phase, computed with wB97M-V/def2-TZVPD.

Last column: natural (NBO) charge in e.
Geometry (Å):
C: 2.21 1.45 0.75  -0.7839
S: 1.02 0.20 1.25  0.0906
S: 0.56 -0.19 -1.15  0.1390
C: -1.07 0.40 -0.92  -0.6133
C: -1.98 -0.29 0.09  -0.2319
N: -2.19 -1.73 -0.08  -0.8048
H: 3.24 1.20 0.39  0.2232
H: 1.97 2.27 0.03  0.2306
H: 2.36 1.95 1.71  0.2191
H: -1.54 0.27 -1.91  0.2229
H: -1.11 1.50 -0.75  0.2240
H: -2.94 0.21 -0.12  0.1836
H: -1.74 -0.04 1.14  0.2056
H: -1.43 -2.19 0.45  0.3522
H: -1.91 -1.86 -1.05  0.3432

Values from the calculation:
SMILES ... CSSCCN
Kohn-Sham gap ... 8.0 eV


--- two ---
2 unconnected molecules or ions with the total composition C3H9NS2, computed with wB97M-V/def2-TZVPD.

Last column: natural (NBO) charge in e.
Geometry (Å):
S: -0.92 -0.19 3.41  -0.1944
S: 0.81 -1.05 -1.89  -0.0456
C: 0.44 -1.49 -0.14  -0.5190
C: 0.15 -0.25 0.63  -0.1041
N: -0.83 0.64 0.02  -0.6374
C: -0.28 1.86 -0.60  -0.4243
H: 0.95 -2.31 -2.30  0.1280
H: 1.35 -1.98 0.20  0.2269
H: -0.36 -2.22 -0.23  0.2357
H: -0.38 -0.48 1.62  0.1497
H: 1.01 0.26 1.05  0.2066
H: -1.52 0.91 0.70  0.3789
H: 0.41 2.35 0.10  0.1791
H: 0.27 1.55 -1.49  0.2002
H: -1.10 2.41 -1.06  0.2195

Values from the calculation:
Kohn-Sham gap ... 6.1 eV


It comes down to one, which is 0.1033 hartree more stable than the next structure.


--- one ---
A molecular structure, CH2N2O3S2, computed with wB97M-V/def2-TZVPD.

Last column: natural (NBO) charge in e.
Geometry (Å):
C: -2.77 -0.82 1.60  0.7754
N: -2.44 -0.72 2.74  -0.6830
N: 2.50 -0.58 -1.23  -1.0691
O: -3.37 -0.96 0.60  -0.6265
O: 0.59 1.79 -2.49  -1.2135
O: 3.15 1.31 0.09  -0.9528
S: -1.07 -0.58 3.59  -0.4665
S: 1.98 0.70 -0.66  1.5289
H: 1.73 -1.11 -1.65  0.3556
H: -0.30 0.96 -2.60  0.3515

Values from the calculation:
Charge ... -2
Kohn-Sham gap ... 6.2 eV


--- two ---
3 unconnected molecules or ions with the total composition CH2N2O3S2, computed with wB97M-V/def2-TZVPD.

Last column: natural (NBO) charge in e.
Geometry (Å):
C: 4.60 -0.49 -0.42  0.7538
N: 4.40 -0.13 -1.59  -0.6945
N: -2.93 -1.61 0.91  -1.2985
O: 4.82 -1.12 0.55  -0.6127
O: -3.69 2.06 1.45  -0.9191
O: -3.57 1.50 -1.05  -0.9160
S: 4.45 1.56 -0.97  -0.4469
S: -2.97 1.42 0.30  1.5550
H: -3.10 -2.07 -0.02  0.2854
H: -2.02 -1.12 0.85  0.2936

Values from the calculation:
Charge ... -2
Kohn-Sham gap (alpha / beta) ... 6.0 / 6.0 eV


It comes down to two, which is 0.0438 hartree more stable than the next structure.


--- one ---
9 unconnected molecules or ions with the total composition C12H41BF4N13O8, computed with wB97M-V/def2-TZVPD.

Last column: Löwdin charge in e.
Geometry (Å):
B: 0.86 0.01 0.28  -1.4018
F: 1.87 0.40 1.13  0.1371
F: 0.27 -1.09 0.85  0.1306
F: -0.16 0.97 0.13  0.1279
F: 1.28 -0.22 -0.97  0.1750
C: -2.08 2.82 -2.29  -0.0787
C: -3.28 1.96 -2.11  -0.4187
C: -3.07 0.68 -1.20  -0.2008
O: -4.36 0.09 -1.12  -0.1997
C: -4.25 -0.90 -0.02  -0.0582
N: -4.25 2.82 -1.47  0.0299
H: -1.53 2.87 -1.35  0.0530
H: -2.34 3.86 -2.46  0.0797
H: -1.43 2.44 -3.08  0.0834
H: -3.73 1.62 -3.04  0.1359
H: -2.57 0.93 -0.26  0.1004
H: -2.46 -0.08 -1.69  0.1139
H: -3.52 -1.69 -0.14  0.0715
H: -5.24 -1.31 0.19  0.0860
H: -3.97 -0.38 0.90  0.0677
H: -4.90 2.18 -1.04  0.0585
H: -3.80 3.32 -0.72  0.0638
C: -1.48 -3.02 -1.92  -0.0772
C: -2.85 -3.04 -2.66  -0.3078
O: -2.70 -3.79 -3.87  -0.0761
H: -1.12 -4.03 -1.74  0.0675
H: -1.45 -2.62 -0.90  0.0548
H: -0.67 -2.69 -2.57  0.0791
H: -3.28 -2.07 -2.90  0.0955
H: -3.61 -3.45 -2.00  0.0996
H: -3.52 -3.73 -4.36  0.0765
C: 2.26 -3.78 -0.63  -0.7777
O: 2.92 -4.80 -0.71  0.0056
N: 2.44 -2.65 -1.23  0.1986
N: 1.15 -3.78 0.07  0.1729
H: 3.27 -2.52 -1.78  0.1253
H: 1.76 -1.91 -1.09  0.0708
H: 0.85 -4.64 0.52  0.1332
H: 0.67 -2.91 -0.10  0.0652
C: 5.57 0.46 0.12  -0.7852
O: 5.89 1.22 1.01  0.0128
N: 6.44 -0.13 -0.62  0.1648
N: 4.30 0.30 -0.21  0.1896
H: 7.43 0.05 -0.51  0.1185
H: 6.23 -0.87 -1.27  0.1102
H: 3.62 0.85 0.29  0.0947
H: 4.07 -0.34 -0.96  0.0893
C: -2.10 -1.04 3.35  -0.7906
O: -1.83 -2.24 3.22  0.0207
N: -2.93 -0.57 4.22  0.1665
N: -1.73 -0.16 2.49  0.1815
H: -3.15 0.41 4.23  0.1065
H: -3.49 -1.23 4.76  0.1192
H: -1.95 0.82 2.59  0.1157
H: -1.09 -0.55 1.81  0.0756
C: 0.62 3.83 2.37  -0.8863
O: 0.89 4.84 2.94  0.0456
N: 1.49 2.91 2.25  0.2050
N: -0.45 3.65 1.74  0.1888
H: 1.27 2.05 1.78  0.0667
H: 2.38 2.98 2.74  0.1370
H: -0.91 4.54 1.65  0.1274
H: -0.52 2.92 1.04  0.0847
C: 1.47 -1.60 4.02  -0.8841
O: 1.52 -2.09 5.12  0.0304
N: 1.48 -0.35 3.80  0.1909
N: 1.44 -2.24 2.95  0.1973
H: 1.45 0.21 4.64  0.1270
H: 1.46 0.03 2.87  0.0727
H: 1.41 -3.25 2.96  0.1274
H: 1.13 -1.74 2.13  0.0613
C: 2.33 2.17 -2.96  -0.6860
O: 2.87 1.11 -3.38  -0.0271
N: 1.58 2.14 -1.84  0.1740
N: 2.39 3.35 -3.55  0.1535
H: 0.88 2.81 -1.56  0.0921
H: 1.54 1.22 -1.43  0.0325
H: 1.78 4.11 -3.26  0.1045
H: 3.17 3.52 -4.17  0.1125

Values from the calculation:
Charge ... -1
Kohn-Sham gap ... 8.7 eV


--- two ---
9 unconnected molecules or ions with the total composition C12H41BF4N13O8, computed with wB97M-V/def2-TZVPD.

Last column: Löwdin charge in e.
Geometry (Å):
B: -0.53 0.39 0.25  -1.4274
F: -0.78 -0.64 -0.64  0.1127
F: -0.20 -0.16 1.48  0.1415
F: 0.57 1.09 -0.21  0.1190
F: -1.62 1.18 0.42  0.1825
C: -3.79 -1.72 2.86  -0.0514
C: -4.46 -1.94 1.52  -0.4431
C: -3.94 -1.00 0.44  -0.2300
O: -4.60 -1.26 -0.77  -0.1556
C: -4.24 -0.29 -1.73  -0.0991
N: -4.32 -3.35 1.17  0.0498
H: -4.40 -0.97 3.36  0.0820
H: -2.75 -1.45 2.71  0.0582
H: -3.87 -2.64 3.45  0.0807
H: -5.53 -1.68 1.59  0.1329
H: -2.84 -1.08 0.42  0.0963
H: -4.12 0.01 0.84  0.1376
H: -4.58 0.72 -1.48  0.0913
H: -4.68 -0.53 -2.70  0.0880
H: -3.16 -0.15 -1.81  0.0752
H: -3.40 -3.69 1.45  0.0477
H: -4.26 -3.35 0.16  0.0600
C: 0.54 0.91 4.39  -0.0712
C: -0.13 2.16 3.69  -0.2829
O: -1.40 1.94 3.11  -0.0868
H: 0.59 -0.02 3.83  0.0451
H: 0.15 0.65 5.37  0.0569
H: 1.60 1.19 4.44  0.0654
H: 0.47 2.38 2.80  0.0804
H: -0.04 3.05 4.31  0.1080
H: -1.28 1.56 2.23  0.0293
C: -0.85 3.66 -2.15  -0.6721
O: -1.04 4.51 -3.02  0.0110
N: -0.14 2.49 -2.41  0.1574
N: -1.12 3.80 -0.85  0.1648
H: 0.19 2.49 -3.36  0.0933
H: 0.04 1.92 -1.59  0.0481
H: -1.39 2.96 -0.36  0.0675
H: -1.21 4.67 -0.35  0.1129
C: 3.39 1.77 -3.62  -0.7035
O: 3.66 2.92 -3.95  0.0004
N: 2.93 1.41 -2.42  0.1832
N: 3.72 0.72 -4.44  0.1474
H: 3.10 0.45 -2.20  0.0927
H: 2.73 2.09 -1.70  0.0910
H: 3.64 -0.22 -4.10  0.0714
H: 4.19 0.99 -5.29  0.0987
C: -0.48 -4.00 0.94  -0.7193
O: -0.21 -5.15 1.27  0.0075
N: -0.71 -3.57 -0.32  0.1762
N: -0.84 -3.09 1.86  0.1666
H: -0.94 -4.25 -1.02  0.1157
H: -1.11 -2.67 -0.51  0.0681
H: -0.63 -3.13 2.84  0.1207
H: -1.15 -2.17 1.60  0.0570
C: 3.20 -1.32 1.06  -0.6542
O: 3.49 -0.15 0.73  -0.0094
N: 2.01 -1.84 0.95  0.2130
N: 4.11 -2.14 1.61  0.1581
H: 1.41 -1.14 0.52  0.0866
H: 1.77 -2.75 1.28  0.1031
H: 3.94 -3.03 2.04  0.0995
H: 5.09 -1.91 1.57  0.1056
C: 3.46 3.28 0.87  -0.7118
O: 3.69 4.50 0.86  -0.0207
N: 2.20 2.83 0.88  0.1605
N: 4.42 2.35 1.02  0.1551
H: 1.87 1.90 1.02  0.0640
H: 1.50 3.53 0.70  0.1019
H: 4.24 1.34 0.98  0.0381
H: 5.35 2.73 1.06  0.0997
C: 0.82 -1.15 -3.89  -0.7015
O: 1.70 -1.62 -4.63  -0.0259
N: 0.62 -1.69 -2.68  0.1677
N: -0.07 -0.22 -4.30  0.1734
H: -0.20 -1.41 -2.16  0.0614
H: 1.14 -2.53 -2.48  0.1045
H: -0.59 0.33 -3.63  0.0723
H: 0.05 0.23 -5.20  0.1094

Values from the calculation:
Charge ... -1
Kohn-Sham gap ... 9.0 eV


It comes down to two, which is 0.1222 hartree more stable than the next structure.


--- one ---
3 unconnected molecules or ions with the total composition C2H3O3S, computed with wB97M-V/def2-TZVPD.

Last column: natural (NBO) charge in e.
Geometry (Å):
C: 2.03 -0.45 0.01  -0.2055
C: 3.22 -0.42 -0.01  -0.2765
O: -1.39 1.10 0.16  -0.8853
O: -1.17 -1.30 -0.14  -0.9009
O: -5.13 -0.20 -0.04  -1.2575
S: -1.95 -0.22 0.46  1.6640
H: 0.98 -0.49 0.01  0.2548
H: -4.98 0.70 -0.37  0.3909
H: 4.27 -0.40 -0.04  0.2160

Values from the calculation:
Charge ... -1
Kohn-Sham gap (alpha / beta) ... 5.9 / 5.9 eV


--- two ---
A molecular structure, C2H3O3S, computed with wB97M-V/def2-TZVPD.

Last column: natural (NBO) charge in e.
Geometry (Å):
C: 0.20 0.15 -0.44  -0.1090
C: -1.18 -0.25 0.27  0.0270
O: 2.87 -0.30 -0.45  -0.9685
O: 0.87 1.16 0.22  -0.6480
O: -1.90 -1.31 0.10  -0.8822
S: 1.69 -0.28 0.43  1.3448
H: 0.29 0.13 -1.48  0.1768
H: -1.81 0.92 -0.01  -0.0416
H: -1.01 -0.22 1.36  0.1007

Values from the calculation:
Charge ... -1
Kohn-Sham gap ... 6.5 eV


It comes down to two, which is 0.0125 hartree more stable than the next structure.


--- one ---
A gas-phase ion, C2H8N3S (charge +1), computed with wB97M-V/def2-TZVPD.

Last column: natural (NBO) charge in e.
Geometry (Å):
N: -1.94 -0.61 -0.63  -0.6851
N: -1.47 -0.25 0.60  -0.4402
C: -0.13 -0.18 0.66  -0.0749
S: 0.80 -1.53 -0.29  0.1022
C: 0.72 0.28 -0.55  -0.2427
N: 1.93 0.88 0.00  -0.7058
H: -2.29 -1.55 -0.73  0.3646
H: -2.78 -0.11 -0.92  0.3723
H: -1.97 -0.93 1.35  0.3835
H: 0.19 0.06 1.71  0.2440
H: 0.14 0.81 -1.47  0.3115
H: 1.84 1.68 0.64  0.4463
H: 2.50 1.33 -0.80  0.4586
H: 2.47 0.12 0.42  0.4657

Values from the calculation:
Charge ... +1
SMILES ... NN[C@H]1S[C@@H]1[NH3+]
Kohn-Sham gap ... 9.5 eV


--- two ---
A gas-phase ion, C2H8N3S (charge +1), computed with wB97M-V/def2-TZVPD.

Last column: natural (NBO) charge in e.
Geometry (Å):
C: 0.21 0.44 -0.87  0.2477
C: 0.13 -0.53 0.33  0.0405
N: -0.87 0.83 -1.40  -0.6765
N: -1.32 -0.84 0.58  -0.8920
N: 1.12 -0.11 1.25  -0.8236
S: 1.66 0.98 -1.66  0.2128
H: 0.45 -1.56 -0.21  0.2392
H: -1.80 0.47 -1.06  0.4657
H: -0.97 1.68 -1.96  0.4384
H: -1.49 -1.81 0.89  0.4104
H: -1.85 -0.19 1.32  0.3910
H: 2.59 0.48 -0.93  0.1772
H: 1.00 0.80 1.63  0.3748
H: 1.14 -0.63 2.10  0.3946

Values from the calculation:
Charge ... +1
Kohn-Sham gap ... 9.8 eV


--- three ---
A gas-phase ion, C2H8N3S (charge +1), computed with wB97M-V/def2-TZVPD.

Last column: natural (NBO) charge in e.
Geometry (Å):
N: -0.12 -0.43 -2.02  -0.6703
N: 0.68 -1.14 -1.04  -0.4477
C: 0.61 -0.48 0.15  -0.0312
S: 1.08 1.44 0.01  0.0129
C: -0.44 0.54 0.43  -0.2586
N: -0.85 0.64 1.83  -0.6840
H: 0.49 0.38 -2.26  0.3619
H: -0.27 -1.00 -2.79  0.3815
H: 1.60 -1.45 -1.49  0.4077
H: 1.06 -0.99 1.10  0.2500
H: -1.22 0.57 -0.37  0.3070
H: 0.07 0.77 2.22  0.4532
H: -1.20 -0.27 2.03  0.4448
H: -1.47 1.41 2.19  0.4728

Values from the calculation:
Charge ... +1
SMILES ... NN[C@H]1S[C@@H]1[NH3+]
Kohn-Sham gap ... 9.4 eV


It comes down to two, which is 0.0636 hartree more stable than the next structure.


--- one ---
A gas-phase ion, C9H11N2O (charge +1), computed with wB97M-V/def2-TZVPD.

Last column: natural (NBO) charge in e.
Geometry (Å):
C: -1.61 -0.67 -0.27  0.3720
C: -1.15 -2.11 -0.71  -0.3989
C: 0.11 -2.41 -0.66  0.2705
C: -0.60 1.21 -0.60  0.7360
C: 1.37 -2.12 0.02  -0.5343
C: 1.63 -0.60 0.13  -0.3827
C: 0.80 0.25 1.25  -0.3976
C: -0.55 0.99 0.90  -0.1686
C: -0.36 2.63 -0.98  -0.6983
N: -2.77 -0.08 0.17  -0.0610
N: -1.69 0.01 1.04  -0.1935
O: -0.98 0.20 -1.18  -0.3487
H: -2.01 -2.76 -0.96  0.2700
H: 1.16 -2.58 0.96  0.2565
H: 2.18 -2.68 -0.57  0.2703
H: 2.62 -0.55 0.37  0.2374
H: 1.49 -0.15 -0.95  0.1974
H: 0.58 -0.48 2.01  0.2521
H: 1.38 1.01 1.59  0.2319
H: -0.73 1.89 1.47  0.2614
H: -1.14 3.22 -0.53  0.2956
H: -0.25 2.87 -1.98  0.2679
H: 0.51 2.90 -0.50  0.2646

Values from the calculation:
Charge ... +1
Kohn-Sham gap (alpha / beta) ... 8.6 / 6.5 eV


--- two ---
A gas-phase ion, C9H11N2O (charge +1), computed with wB97M-V/def2-TZVPD.

Last column: natural (NBO) charge in e.
Geometry (Å):
O: -0.82 1.86 0.78  -0.6412
C: -0.81 0.57 0.40  0.5793
C: 0.67 0.19 0.31  -0.1531
C: 1.27 -0.83 1.08  -0.1694
C: 2.58 -1.12 1.04  -0.2082
C: 3.34 -0.42 0.14  -0.1616
C: 2.82 0.61 -0.63  -0.1932
C: 1.44 0.89 -0.60  -0.1850
N: -1.73 -0.41 1.26  -0.3748
C: -2.61 -0.92 0.58  0.1421
C: -2.79 -0.50 -0.88  -0.3172
N: -1.66 0.42 -1.07  -0.5871
H: -1.62 2.10 1.11  0.4890
H: 0.65 -1.25 1.82  0.2306
H: 3.13 -1.73 1.78  0.2476
H: 4.46 -0.54 0.02  0.2349
H: 3.42 1.18 -1.28  0.2268
H: 1.08 1.58 -1.34  0.2164
H: -3.33 -1.66 0.83  0.2227
H: -2.75 -1.33 -1.59  0.2551
H: -3.74 0.08 -0.82  0.2520
H: -1.09 -0.14 -1.68  0.4494
H: -1.89 1.37 -1.27  0.4449

Values from the calculation:
Charge ... +1
SMILES ... O[C@@]1(c2ccccc2)N=CC[NH2+]1
Kohn-Sham gap ... 9.5 eV


It comes down to two, which is 0.2624 hartree more stable than the next structure.


--- one ---
CH6BNO in the gas phase, computed with wB97M-V/def2-TZVPD.

Last column: natural (NBO) charge in e.
Geometry (Å):
C: 1.20 0.24 -1.04  -1.0179
B: 0.34 0.17 0.25  0.7572
O: -0.90 -0.28 -0.05  -0.5364
N: -1.70 -0.65 1.14  -0.5148
H: 2.24 0.41 -0.99  0.2317
H: 1.06 1.07 -1.82  0.2517
H: 1.18 -0.80 -1.59  0.2450
H: 0.85 0.34 1.34  -0.0945
H: -2.66 -0.46 0.84  0.3408
H: -1.61 -0.04 1.92  0.3371

Values from the calculation:
SMILES ... CBON
Kohn-Sham gap ... 10.7 eV


--- two ---
2 unconnected molecules or ions with the total composition CH6BNO, computed with wB97M-V/def2-TZVPD.

Last column: natural (NBO) charge in e.
Geometry (Å):
C: -1.50 -0.65 0.11  -1.0245
B: -0.47 0.49 0.10  0.9018
N: 0.37 1.41 0.10  -1.0785
H: -1.15 -1.49 0.71  0.2612
H: -1.69 -1.02 -0.90  0.2586
H: -2.45 -0.32 0.53  0.2583
H: 1.02 2.16 0.10  0.4257
O: 2.66 -0.45 0.00  -0.9511
H: 2.67 -0.02 0.87  0.4669
H: 1.87 -0.12 -0.43  0.4817

Values from the calculation:
SMILES ... CB=N.O
Kohn-Sham gap ... 11.2 eV


It comes down to two, which is 0.0662 hartree more stable than the next structure.